1.
A single C15H9Cl2N3O2 molecule, computed with ωB97M-V/def2-TZVPD.

Element x y z (Å)
O1 2.0942 1.3412 0.8662
C1 1.7833 0.3245 0.2543
N1 2.5630 -0.6000 -0.2338
C2 3.8546 -0.7703 -0.1827
C3 4.4727 -2.0471 0.1780
C4 5.7749 -1.9815 0.4498
C5 6.4353 -0.8998 0.1416
N2 5.9039 0.3124 -0.6495
C6 4.5607 0.3370 -0.7031
Cl1 3.9719 1.6380 -1.3855
H1 7.5443 -0.5195 0.0368
H2 6.2453 -2.6637 0.6736
H3 3.8812 -2.8975 0.5443
H4 1.9306 -1.4583 -0.3924
C7 0.1748 0.0384 -0.0587
N3 -0.3288 -1.1481 -0.2107
O2 -1.5622 -1.2041 -0.3400
C8 -2.0406 0.1339 0.0621
C9 -0.7892 1.0452 0.2300
H5 -0.8539 1.9975 0.7443
C10 -3.4680 0.4871 -0.0982
C11 -4.4581 -0.3935 -0.2277
C12 -5.6969 -0.0809 -0.3155
C13 -6.2106 1.1089 0.1814
C14 -5.2321 2.1978 0.1375
C15 -3.7918 1.7769 0.3649
H6 -3.1583 2.3297 0.6638
H7 -5.5423 3.1663 0.6435
H8 -7.2843 1.2339 0.1220
Cl2 -6.7919 -1.4497 -0.7661
H9 -3.9821 -1.3549 -0.7301

Forces on atoms 1 to 6 (eV/Å):
O -0.475 -1.338 -0.809
C -3.482 2.940 1.184
N -6.304 -4.640 -1.089
C 3.856 -2.116 -0.124
C -4.412 3.205 0.185
C -5.955 9.344 -3.720

LUMO energy	-0.5843	eV
frontier orbital gap	8.2	eV
total energy	-49300.9747	eV
SMILES	O=C(Nc1cccnc1Cl)c1cc(-c2cccc(Cl)c2)on1
2S+1	1

2.
A molecular structure, C16B4O34V, computed with ωB97M-V/def2-TZVPD.

Element x y z (Å)
O1 -3.4274 0.4214 0.9152
V1 -2.0048 1.1021 1.3916
O2 -2.0414 1.7006 2.8468
O3 3.4541 -2.9736 -1.5594
C1 3.4547 -1.9162 -0.8799
O4 2.5436 -1.0852 -0.7454
B1 3.0552 -0.0287 0.1885
O5 4.3683 -0.5034 0.6683
C2 4.7119 -1.4909 0.0163
O6 5.7468 -2.2294 0.0293
O7 2.0544 0.2593 1.2913
C3 1.3256 1.3014 0.8733
O8 0.2258 1.6950 1.3334
C4 2.0893 1.8524 -0.3980
O9 3.1654 1.2422 -0.5342
O10 1.5988 2.6396 -1.2540
O11 -4.5726 8.3465 1.6421
C5 -4.3895 7.7126 0.6632
O12 -3.3984 6.9474 0.4422
B2 -3.6573 5.9943 -0.6343
O13 -4.9823 6.3456 -1.1402
C6 -5.5011 7.3143 -0.4113
O14 -6.6203 7.7414 -0.2958
O15 -3.5751 4.6178 -0.0711
C7 -2.4278 4.0106 -0.4716
O16 -2.0060 2.9156 -0.0651
C8 -1.8187 4.9889 -1.5345
O17 -2.6350 6.0165 -1.6551
O18 -0.8515 4.6970 -2.2222
O19 1.9652 -5.5356 -1.9512
C9 0.9872 -4.7180 -2.1645
O20 0.8243 -3.5626 -1.5434
B3 -0.1547 -2.7589 -2.3132
O21 -0.9164 -3.8070 -3.1371
C10 -0.1287 -4.9098 -3.1753
O22 -0.1998 -5.8938 -3.8505
O23 -1.0154 -1.9147 -1.4873
C11 -0.7400 -0.6203 -1.6189
O24 -1.1242 0.3609 -1.0138
C12 0.2672 -0.5674 -2.7552
O25 0.3959 -1.7960 -3.2468
O26 0.8821 0.4482 -3.1239
O27 3.6651 -5.1757 1.0428
C13 2.7164 -4.7481 1.6372
O28 2.3580 -3.5130 1.7786
B4 1.1197 -3.4112 2.6047
O29 0.9102 -4.8118 3.0821
C14 1.8751 -5.6330 2.6061
O30 1.9496 -6.8506 2.7951
O31 0.0962 -2.8586 1.7116
C15 -0.3504 -1.7969 2.2801
O32 -1.2224 -1.0775 1.8848
C16 0.3949 -1.4977 3.5733
O33 1.2589 -2.5188 3.7193
O34 0.3015 -0.4677 4.2361

Forces on atoms 1 to 6 (eV/Å):
O 2.732 1.912 1.746
V -0.921 -1.510 -1.659
O -1.014 -0.415 -0.982
O 0.126 3.903 1.962
C 4.421 -7.181 -2.660
O -2.778 3.687 1.512

net charge	-3
LUMO energy	4.7844	eV
frontier orbital gap	7.6	eV
total energy	-114623.5334	eV
2S+1	1

3.
A molecular structure, C16H10BrIrN3O4, computed with ωB97M-V/def2-TZVPD.

Element x y z (Å)
Ir1 0.3964 0.0682 -1.5087
Br1 3.7028 -5.1303 2.4875
C1 3.1811 -3.8329 1.2773
C2 3.7799 -3.8019 -0.0073
C3 3.4249 -2.8540 -0.9105
C4 2.4067 -1.9048 -0.5610
O1 2.1103 -1.0128 -1.3862
C5 1.7982 -1.9183 0.7638
C6 0.8187 -0.9321 1.2139
N1 0.2602 -0.0231 0.4950
C7 -0.7761 0.8340 0.9934
C8 -1.3883 0.7406 2.2202
C9 -2.3640 1.6851 2.5884
C10 -2.7186 2.7101 1.7530
C11 -2.1420 2.8105 0.4642
C12 -2.4576 3.8116 -0.4838
C13 -1.8808 3.7902 -1.7267
C14 -1.0047 2.7503 -2.0563
N2 -0.6787 1.8128 -1.1819
C15 -1.2072 1.8365 0.0804
C16 2.2039 -2.8786 1.6543
H1 4.5306 -4.5388 -0.2593
H2 3.8753 -2.8054 -1.8918
H3 0.5243 -0.9904 2.2578
H4 -1.1475 -0.0449 2.9226
H5 -2.8322 1.5928 3.5580
H6 -3.4527 3.4422 2.0630
H7 -3.1544 4.5961 -0.2163
H8 -2.1073 4.5423 -2.4680
H9 -0.5728 2.6687 -3.0455
H10 1.7778 -2.9114 2.6488
O2 -0.9132 -1.3812 -1.7510
N3 -1.2809 -1.0522 -2.9986
O3 -2.0940 -1.6424 -3.5948
O4 -0.6184 -0.0362 -3.3937

Forces on atoms 1 to 6 (eV/Å):
Ir -0.537 1.994 1.589
Br -0.146 0.295 -0.232
C -0.015 -0.168 0.301
C 0.135 -0.132 -0.013
C -0.078 0.005 0.468
C 0.158 -0.112 0.920

net charge	+2
LUMO energy (spin up / spin down)	-8.3336 / -9.7518	eV
frontier orbital gap (spin up / spin down)	6.9 / 5.7	eV
total energy	-102274.9828	eV
2S+1	2

4.
A molecular structure, C16H10ClN3O3Ti, computed with ωB97M-V/def2-TZVPD.

Element x y z (Å)
Ti1 -0.4953 0.3197 1.6138
Cl1 4.2863 -4.9808 0.6579
C1 3.3258 -3.6288 1.0997
C2 3.3829 -3.1353 2.4081
C3 2.6274 -2.0435 2.7920
C4 1.7856 -1.4409 1.8723
O1 1.0709 -0.3453 2.2085
C5 1.7122 -1.9265 0.5494
C6 0.9239 -1.2780 -0.4463
N1 0.0323 -0.3578 -0.2139
C7 -0.6116 0.3742 -1.2570
C8 -0.8389 -0.0621 -2.5338
C9 -1.4321 0.8011 -3.4781
C10 -1.7842 2.0777 -3.1401
C11 -1.5877 2.5429 -1.8185
C12 -1.9086 3.8501 -1.3884
C13 -1.6862 4.2204 -0.0875
C14 -1.1761 3.2780 0.8077
N2 -0.8560 2.0415 0.4442
C15 -1.0234 1.6720 -0.8722
C16 2.5130 -3.0217 0.1733
H1 4.0405 -3.6143 3.1211
H2 2.6931 -1.6453 3.7950
H3 1.1163 -1.5526 -1.4815
H4 -0.5669 -1.0656 -2.8348
H5 -1.5971 0.4421 -4.4842
H6 -2.2184 2.7440 -3.8737
H7 -2.3270 4.5548 -2.0965
H8 -1.9110 5.2163 0.2647
H9 -1.0295 3.5410 1.8492
H10 2.4809 -3.3911 -0.8437
O2 -3.7594 -1.8018 3.0857
N3 -3.3392 -1.8277 2.0960
O3 -1.8425 -0.5567 2.0116

Forces on atoms 1 to 6 (eV/Å):
Ti 0.638 0.330 0.101
Cl 0.003 -0.007 -0.006
C 0.003 0.014 0.036
C 0.008 -0.020 -0.031
C -0.010 0.052 0.008
C 0.095 -0.031 0.027

net charge	+2
LUMO energy	-8.8867	eV
frontier orbital gap	5.6	eV
total energy	-62989.6983	eV
2S+1	1